Below is a structure of composition C10H24ClEuIN2OPS in a non-equilibrium geometry, with properties calculated with ωB97M-V/def2-TZVPD.

The calculation puts the strongest force on any atom at 2.8 eV Å⁻¹. The value obtained for the highest occupied orbital energy (spin up / spin down) is -14.8 / -13.5 eV.

ORCA input file:
```
! RIJCOSX wB97M-V def2-TZVPD def2/J DEFGRID3
* xyz 2 7
C -2.366 3.256 -1.049
I -4.180 1.241 -1.268
H -1.888 2.437 -0.504
H -3.420 3.448 -0.783
H -1.838 4.170 -0.746
Eu 0.305 -0.973 -0.979
P -2.088 3.100 -2.844
C -3.552 3.647 -3.722
C -0.755 4.242 -3.256
H -0.623 1.211 -2.915
H -1.392 1.516 -4.491
H -2.341 0.729 -3.202
C -1.571 1.484 -3.408
H 0.209 3.792 -2.992
H -0.782 4.455 -4.331
H -3.240 4.023 -4.705
H -4.040 4.458 -3.170
H -0.889 5.178 -2.700
H -4.255 2.818 -3.846
C -3.769 -0.477 0.936
O -3.752 -1.198 1.808
Cl 1.595 1.147 -1.663
C 3.830 -1.596 4.410
C 2.501 -2.010 3.807
N 2.280 -1.240 2.541
C 1.155 -1.505 1.805
S -0.189 -0.458 1.739
N 1.176 -2.628 1.003
C 2.288 -3.655 1.027
C 1.748 -4.983 1.516
H 4.653 -1.776 3.711
H 4.009 -2.190 5.311
H 3.823 -0.537 4.691
H 2.488 -3.079 3.570
H 1.677 -1.804 4.509
H 2.337 -0.235 2.740
H 0.234 -3.040 0.902
H 2.662 -3.725 -0.003
H 3.097 -3.255 1.640
H 0.969 -5.365 0.844
H 2.559 -5.720 1.537
H 1.331 -4.905 2.530
*
```

***

Below is a structure of composition C10H24ClN4O10S2, with properties calculated with ωB97M-V/def2-TZVPD.

The calculation puts the strongest force on any atom at 0.9 eV Å⁻¹. The value obtained for the highest occupied orbital energy is -5.7 eV.

ORCA input file:
```
! RIJCOSX wB97M-V def2-TZVPD def2/J DEFGRID3
* xyz -1 1
N 3.008 -1.452 0.424
C 4.456 -1.653 0.687
N 5.005 -2.562 -0.308
N 5.217 -0.413 0.592
C 4.504 -2.268 2.085
S 6.076 -2.642 2.896
O 6.346 -4.009 2.493
O 5.807 -2.430 4.298
N 7.200 -1.712 2.258
S 7.785 -0.539 3.136
O 8.944 -0.902 3.897
O 6.839 0.353 3.735
Cl 8.588 0.587 1.554
H 2.657 -0.658 0.941
H 2.857 -1.301 -0.566
H 4.388 -2.615 -1.109
H 5.086 -3.501 0.062
H 4.691 0.397 0.888
H 5.586 -0.287 -0.337
H 4.017 -3.241 2.032
H 3.919 -1.662 2.776
C -2.601 -0.958 -2.784
C -1.910 -0.423 -1.548
O -0.518 -0.169 -1.786
C -0.248 0.954 -2.446
O -1.052 1.766 -2.831
O 1.071 1.030 -2.609
C 1.515 2.153 -3.374
H -2.080 -1.841 -3.156
H -3.631 -1.230 -2.550
H -2.612 -0.213 -3.579
H -1.935 -1.165 -0.753
H -2.393 0.481 -1.180
H 1.116 3.081 -2.970
H 1.215 2.043 -4.416
H 2.598 2.155 -3.302
C -8.595 0.158 0.390
C -7.886 0.760 1.584
O -6.500 1.013 1.311
C -6.249 2.108 0.594
O -7.067 2.897 0.196
O -4.934 2.185 0.405
C -4.518 3.290 -0.406
H -8.074 -0.739 0.053
H -9.617 -0.110 0.657
H -8.629 0.863 -0.439
H -7.881 0.063 2.419
H -8.367 1.681 1.913
H -4.916 4.225 -0.018
H -4.844 3.143 -1.434
H -3.433 3.309 -0.373
*
```

***

Below is a cluster of 2 separate species, C10H24N2P in total in a non-equilibrium geometry, with properties calculated with ωB97M-V/def2-TZVPD.

The calculation puts the strongest force on any atom at 7.5 eV Å⁻¹. The value obtained for the highest occupied orbital energy is -12.0 eV.

ORCA input file:
```
! RIJCOSX wB97M-V def2-TZVPD def2/J DEFGRID3
* xyz 1 1
C 2.667 1.442 -0.270
C 1.576 1.519 -1.390
C 2.685 0.069 0.370
C 0.086 1.640 -0.936
C 1.428 -0.293 1.342
C -0.196 1.024 0.379
C -1.268 -3.402 -0.406
C -2.430 1.853 1.527
C 0.081 -2.685 -0.427
C 0.239 -1.142 -0.682
N -2.193 0.834 0.668
N 0.239 -0.343 0.590
P -2.952 0.934 -0.858
H 3.669 1.715 -0.658
H 2.291 2.307 0.280
H 1.825 2.310 -2.065
H 1.720 0.595 -1.896
H 2.904 -0.537 -0.481
H 3.440 -0.117 1.112
H -0.144 2.709 -1.013
H -0.557 1.103 -1.626
H 1.734 -1.222 1.784
H 1.277 0.494 2.084
H 0.053 1.719 1.260
H -1.591 -3.486 -1.509
H -1.223 -4.333 -0.019
H -2.038 -2.765 0.095
H -2.415 2.888 1.125
H -3.359 1.506 1.900
H -1.681 1.791 2.333
H 0.714 -3.254 -1.050
H 0.444 -2.812 0.562
H 1.211 -0.879 -1.117
H -0.621 -0.882 -1.256
H -0.439 -0.860 1.240
H -4.127 0.962 -0.066
H -3.046 -0.403 -0.925
*
```